Record 1
118
Properties=species:S:1:pos:R:3 method="wB97M-V/def2-TZVPD" homo_energy_ev=-13.127 spin_multiplicity=1 energy_ev=-132772.825 molar_mass_g_mol=1174.6 e_above_lowest_kj_mol=0.0 homo_lumo_gap_ev=5.76 e_lumo_ev=-7.4 charge=+2
Re 1.2392 0.0144 -0.6633
C -1.4394 -4.9090 3.1443
C -1.7780 -3.4895 2.8326
C -3.1114 -3.0444 3.4135
O -1.8593 -3.3027 1.4172
C -1.1483 -2.1586 1.0431
C -0.0932 -2.0504 2.1648
O -0.7887 -2.5899 3.3124
C 0.5756 -0.7225 2.4726
O 1.1678 -0.3024 1.1899
C -0.4576 0.2508 3.0066
C -1.2082 1.0875 2.1564
C -2.2519 1.8413 2.6559
C -2.4827 1.8501 4.0146
C -1.7164 1.1009 4.8982
C -0.7435 0.2750 4.3794
C 1.8789 -0.7671 3.3089
C 2.5222 0.4399 3.5114
C 3.7061 0.3659 4.2489
C 4.2179 -0.8344 4.7515
C 3.5192 -2.0218 4.5427
C 2.3314 -1.9755 3.8422
C -0.5696 -2.4010 -0.4480
O -0.2740 -1.0520 -0.9238
C -1.6815 -2.9006 -1.2846
C -2.9298 -2.3851 -1.1734
C -3.8643 -2.7559 -2.0842
C -3.6963 -3.7154 -3.0020
C -2.4223 -4.2879 -3.0864
C -1.3923 -3.8631 -2.2786
C 0.5396 -3.3756 -0.3008
C 0.2835 -4.7278 0.0389
C 1.2729 -5.5492 0.4725
C 2.6080 -5.0524 0.5558
C 2.8042 -3.8331 -0.0340
C 1.8166 -2.9834 -0.4158
H -2.2592 -5.6395 3.1021
H -1.0155 -4.8899 4.1858
H -0.5971 -5.1276 2.4727
H -3.9927 -3.6009 3.0833
H -3.2562 -2.0205 3.0200
H -3.1970 -2.9521 4.4975
H -1.8533 -1.3063 0.9599
H 0.7227 -2.7255 1.9159
H -0.9781 1.1601 1.0983
H -2.8691 2.4265 1.9715
H -3.3582 2.3878 4.3209
H -1.8705 1.1951 5.9437
H -0.2335 -0.4781 5.0341
H 2.1529 1.4560 3.2094
H 4.2066 1.2847 4.4631
H 5.0930 -0.8715 5.3526
H 3.8875 -2.9295 4.9455
H 1.6772 -2.8128 3.7355
H -3.0959 -1.5205 -0.5223
H -4.7601 -2.1622 -1.9655
H -4.4176 -4.0121 -3.7923
H -2.1179 -5.0550 -3.7455
H -0.3836 -4.1432 -2.4324
H -0.7106 -5.1762 -0.0578
H 1.0124 -6.5280 0.8363
H 3.3800 -5.6879 0.9317
H 3.8761 -3.5187 -0.0615
H 2.0512 -2.0528 -0.9842
C 2.4556 0.6991 -4.6571
Sb 1.4436 -0.5314 -3.3710
C -0.5545 -0.2948 -4.0641
C 1.8315 -2.5776 -3.8805
H 2.0397 0.4277 -5.6391
H 3.4821 0.2797 -4.7143
H 2.4305 1.7081 -4.3525
H -0.5861 -0.9504 -4.9493
H -0.7315 0.6936 -4.4862
H -1.2915 -0.5194 -3.2753
H 0.9632 -2.9090 -4.4450
H 1.9565 -3.1213 -2.9667
H 2.7887 -2.6983 -4.3932
C 5.8978 0.8051 0.1533
C 4.5190 0.6812 -0.2858
N 3.3995 0.4903 -0.4979
H 6.5069 1.1727 -0.6490
H 6.2430 -0.2328 0.5154
H 5.9402 1.5165 0.9778
C 0.4889 1.5829 -1.0178
Ge -0.4001 3.2602 -1.1968
C -2.2028 2.7416 -1.7715
C -2.9298 1.5546 -1.3834
C -4.2879 1.4218 -1.7492
C -4.9627 2.4174 -2.4960
C -4.2559 3.5319 -2.9505
C -2.8698 3.6261 -2.6175
C -0.2565 4.2655 0.4603
C 0.9269 4.5534 1.1101
C 0.8962 5.1602 2.3861
C -0.3133 5.5063 2.9374
C -1.4889 5.2079 2.2887
C -1.4866 4.5809 1.0460
C 0.5033 4.0954 -2.6539
C 1.2116 5.3087 -2.4227
C 1.9095 5.9562 -3.4478
C 1.9243 5.3944 -4.7255
C 1.2490 4.2051 -4.9657
C 0.4616 3.6448 -3.9604
H -2.4414 0.7344 -0.8402
H -4.8261 0.4804 -1.5889
H -5.9890 2.2913 -2.7231
H -4.7585 4.3062 -3.5336
H -2.4510 4.4446 -3.1074
H 1.9133 4.3567 0.6792
H 1.7864 5.4004 2.9485
H -0.4369 5.9434 3.9406
H -2.3643 5.5156 2.8254
H -2.4149 4.1700 0.6359
H 1.1977 5.7020 -1.3770
H 2.4570 6.8643 -3.2410
H 2.5747 5.7126 -5.5012
H 1.3438 3.8186 -5.9626
H -0.1102 2.7302 -4.2416

Record 2
117
Properties=species:S:1:pos:R:3 method="wB97M-V/def2-TZVPD" homo_energy_ev=-14.251 spin_multiplicity=1 energy_ev=-95488.011 molar_mass_g_mol=1057.4 homo_lumo_gap_ev=4.47 e_lumo_ev=-9.8 charge=+3
Tl 2.1550 -3.6623 0.4675
C 2.6339 -4.2350 4.0333
C 3.5920 -3.9121 2.8156
C 4.2397 -4.8980 2.0366
C 4.2141 -6.3948 2.4599
C 4.9577 -4.4745 0.8791
C 5.6417 -5.4487 -0.0452
C 5.2013 -3.1464 0.5931
C 5.9811 -2.6220 -0.5493
C 4.7023 -2.1930 1.4748
C 5.1977 -0.7579 1.3548
C 3.8353 -2.5121 2.5124
C 3.3738 -1.4430 3.5090
H 1.7556 -3.5866 3.9737
H 3.1565 -4.0478 4.9341
H 2.3838 -5.2931 4.0148
H 3.3914 -6.6304 3.0916
H 5.1362 -6.6834 2.9313
H 4.2568 -7.0288 1.5487
H 4.9728 -5.6924 -0.9461
H 6.0566 -6.3512 0.4030
H 6.5326 -4.9803 -0.4970
H 7.0295 -2.6774 -0.3768
H 5.7208 -1.6419 -0.8405
H 5.7838 -3.2124 -1.4434
H 4.4003 -0.0665 1.0720
H 5.8715 -0.5773 0.5056
H 5.6271 -0.3719 2.2166
H 2.7991 -1.8616 4.3201
H 2.9515 -0.5453 3.0445
H 4.2047 -0.9901 4.0420
O -3.7643 -0.5375 -2.4037
N -2.7084 -0.2652 -1.5943
C -1.4955 -0.3110 -2.0720
C -0.9943 -0.6687 -3.3668
C -1.9432 -0.9195 -4.4180
C -1.4342 -1.3625 -5.6107
C -0.0907 -1.5660 -5.7504
C 0.8216 -1.2132 -4.7813
C 0.3528 -0.7724 -3.5385
P 1.4630 -0.7434 -1.9499
C 2.9828 -1.3455 -2.7398
C 3.9853 -0.4977 -3.2756
C 5.1203 -1.0644 -3.8010
C 5.2037 -2.4772 -3.9058
C 4.1887 -3.3180 -3.4532
C 3.0605 -2.7112 -2.9128
C 1.6879 0.9618 -1.5255
C 2.2845 1.2885 -0.3055
C 2.6187 2.6109 0.0315
C 2.3964 3.6415 -0.8880
C 1.7624 3.3334 -2.0747
C 1.4849 2.0454 -2.3984
H -4.4812 -0.6404 -1.7553
H -0.8336 -0.0580 -1.2754
H -2.9874 -0.8374 -4.2353
H -2.1129 -1.6530 -6.3756
H 0.3248 -2.0585 -6.6614
H 1.8748 -1.3940 -4.9806
H 3.9443 0.6176 -3.1533
H 6.0360 -0.5242 -4.0608
H 6.0888 -2.9622 -4.3558
H 4.2196 -4.3561 -3.6917
H 2.1829 -3.2973 -2.7122
H 2.4710 0.4897 0.4200
H 3.0550 2.7854 1.0213
H 2.7268 4.6950 -0.6737
H 1.5269 4.1315 -2.8028
H 0.9527 1.9829 -3.3275
N -3.0218 1.6984 0.2606
P -4.2027 1.5426 1.3158
C -3.4594 0.8539 2.8491
C -4.1821 0.7682 4.0589
C -3.6721 0.3400 5.3229
C -2.3554 -0.1397 5.3274
C -1.6102 -0.0365 4.1372
C -2.1017 0.4556 2.9185
C -5.7235 0.8778 0.5897
C -6.0743 1.0017 -0.7630
C -7.2737 0.6288 -1.2165
C -8.2377 -0.0083 -0.3416
C -7.8983 -0.1641 1.0010
C -6.6329 0.2652 1.4287
P -1.8599 2.9875 0.4965
C -2.1756 4.1400 -0.9188
C -1.1186 4.9893 -1.2100
C -1.1101 5.7359 -2.4137
C -2.2725 5.7001 -3.1629
C -3.4281 4.8993 -2.8409
C -3.2494 4.0150 -1.7865
C -2.9805 3.6937 1.8659
C -2.4642 4.4108 2.8771
C -3.2680 4.8875 3.9264
C -4.6914 4.7443 3.8494
C -5.2545 3.9172 2.9074
C -4.3863 3.3522 1.7985
H -2.8692 0.9267 -0.4315
H -5.2361 1.0511 4.0092
H -4.3120 0.2293 6.2018
H -1.8446 -0.5831 6.1869
H -0.5887 -0.3619 4.2518
H -1.4503 0.4942 2.0305
H -5.3014 1.4648 -1.4326
H -7.5506 0.8470 -2.1912
H -9.2157 -0.1194 -0.7507
H -8.5494 -0.6353 1.7018
H -6.4203 0.0844 2.4837
H -0.2434 5.0355 -0.6260
H -0.1929 6.2040 -2.7361
H -2.2133 6.2095 -4.1367
H -4.3291 4.7717 -3.5008
H -3.9742 3.2096 -1.6085
H -1.3562 4.6606 2.9979
H -2.7043 5.3516 4.6880
H -5.4053 5.1238 4.6062
H -6.3440 3.6355 2.8931
H -4.9217 3.7530 0.9051